# 1
An isolated ion of composition C3H7NO and charge +1, computed with ωB97M-V/def2-TZVPD.

Properties
Total charge ... +1
Spin multiplicity ... 2
LUMO level (spin up / spin down) ... -0.195 / -0.352 hartree
Energy ... -248.1285 Ha
Gap between HOMO and LUMO (spin up / spin down) ... 11.31 / 6.05 eV
⟨S²⟩ ... 0.757

Last column: Mulliken spin population.
Geometry (Å):
O  0.543  -0.254  -1.872  0.418
C  -0.062  0.369  -1.062  0.077
C  -0.258  -0.202  0.342  0.089
C  1.087  -0.413  1.067  -0.002
N  -1.238  0.597  1.040  0.310
H  -0.380  1.412  -1.243  0.055
H  -0.666  -1.193  0.148  0.027
H  0.824  -0.420  2.132  0.003
H  1.794  0.434  0.983  0.007
H  1.504  -1.354  0.718  0.008
H  -1.031  0.562  2.032  0.008
H  -2.144  0.178  0.859  -0.002



# 2
An isolated molecule of C3H7NO2, computed with ωB97M-V/def2-TZVPD.

Properties
LUMO level ... 0.029 hartree
Energy ... -323.7241 Ha
Gap between HOMO and LUMO ... 10.57 eV
SMILES ... O=CNCCO

Last column: Löwdin charge in e.
Geometry (Å):
O  -1.332  -0.851  2.806  0.036
C  -0.964  -0.177  1.890  -0.381
N  0.222  -0.294  1.197  0.016
C  0.447  0.580  0.073  -0.165
C  -0.005  -0.074  -1.282  -0.212
O  1.162  -0.343  -2.072  -0.070
H  -1.578  0.656  1.496  0.133
H  0.773  -1.008  1.606  0.135
H  1.529  0.650  -0.040  0.121
H  -0.085  1.520  0.154  0.110
H  -0.658  0.544  -1.896  0.113
H  -0.464  -1.014  -0.964  0.110
H  0.953  -0.189  -2.969  0.054



# 3
A 2-piece molecular cluster, C3H7NO2 overall, computed with ωB97M-V/def2-TZVPD.

Properties
LUMO level ... 0.030 hartree
Energy ... -323.6884 Ha
Gap between HOMO and LUMO ... 9.89 eV
SMILES ... C=CO.NC=O

Last column: Löwdin charge in e.
Geometry (Å):
C  -1.849  -1.594  -0.021  0.022
C  -1.164  -1.034  0.985  -0.287
O  0.181  -0.868  0.903  -0.049
H  -2.876  -1.882  0.114  0.049
H  -1.192  -1.981  -0.790  0.060
H  -1.633  -0.385  1.727  0.114
H  0.585  -0.820  1.772  0.106
N  1.953  0.941  -0.693  0.071
C  1.021  1.977  -0.686  -0.377
O  -0.177  1.783  -0.597  0.017
H  2.282  0.803  -1.656  0.095
H  1.568  0.025  -0.467  0.058
H  1.301  3.034  -0.590  0.119